[1]
93
Properties=species:S:1:pos:R:3 method="wB97M-V/def2-TZVPD" spin_multiplicity=2 homo_lumo_gap_ev="6.0033 / 6.1450" lumo_ev="-1.83 / -1.60" charge=0
Ru -0.1028 -0.2608 0.0197
F -7.5707 -0.4996 -0.6479
C -6.3130 -0.1642 -0.3142
C -6.0317 1.1061 0.2340
F -7.0421 1.9316 0.5508
C -4.7406 1.4945 0.4671
F -4.5666 2.7135 1.0204
C -3.6131 0.6603 0.2272
P -1.9531 1.3695 0.0296
C -1.9407 2.4619 1.4917
C -2.4509 1.9851 2.6967
C -2.4930 2.8072 3.8050
C -2.0031 4.1009 3.7251
C -1.4593 4.5649 2.5388
C -1.4172 3.7468 1.4256
C -1.9551 2.5710 -1.3468
C -0.9937 2.4125 -2.3473
C -1.0089 3.2028 -3.4777
C -1.9989 4.1621 -3.6321
C -2.9496 4.3363 -2.6365
C -2.9378 3.5558 -1.4976
C -3.9586 -0.6581 -0.2186
Br -2.6599 -2.0756 -0.0771
C -5.2566 -1.0486 -0.4765
F -5.5011 -2.2984 -0.9034
H -2.8612 0.9831 2.7417
H -2.9261 2.4456 4.7259
H -2.0550 4.7515 4.5849
H -1.0857 5.5761 2.4720
H -0.9994 4.1052 0.4948
H -0.2031 1.6877 -2.1996
H -0.2421 3.0775 -4.2295
H -2.0185 4.7770 -4.5177
H -3.7089 5.0951 -2.7471
H -3.6596 3.7490 -0.7197
C -0.8377 -1.3658 3.2690
C -0.1139 -0.0659 3.1267
C 0.2211 0.6717 4.2519
C 0.8823 1.8937 4.1089
C 1.2240 2.3283 2.8561
C 0.8721 1.5469 1.7245
N 0.1830 0.3756 1.9033
N 1.0921 1.8629 0.4640
Si 2.4717 2.6945 -0.1766
C 4.0669 1.9201 0.5570
C 2.5098 2.6941 -2.0813
C 2.5437 4.5467 0.3091
H -1.7852 -1.2269 3.7865
H -0.2356 -2.0612 3.8498
H -1.0215 -1.8055 2.2903
H -0.0391 0.2856 5.2252
H 1.1096 2.4903 4.9819
H 1.7047 3.2780 2.6927
H 4.0443 0.8448 0.4153
H 4.1662 2.1272 1.6187
H 4.9396 2.3172 0.0481
H 2.0575 1.8232 -2.5402
H 3.5460 2.7086 -2.4049
H 2.0313 3.5760 -2.4971
H 2.8119 4.7063 1.3461
H 1.6033 5.0496 0.1238
H 3.3044 5.0196 -0.3008
C -2.3095 -0.7652 -3.1034
C -0.8279 -0.7577 -3.1305
N 0.0021 -0.6818 -2.0922
C 1.2848 -0.7234 -2.5947
C 1.2166 -0.8126 -3.9684
N -0.1211 -0.8282 -4.2685
C 2.1879 -0.8072 -5.0995
O 3.4582 -0.7647 -4.8056
O 1.7427 -0.8086 -6.2258
C 2.5075 -0.6379 -1.7077
O 3.6107 -0.8151 -2.2436
O 2.3108 -0.3594 -0.5072
H -2.6820 -0.0825 -2.3368
H -2.6683 -1.7729 -2.8862
H -2.7131 -0.4557 -4.0654
H -0.4565 -0.8793 -5.2217
H 3.6370 -0.8055 -3.7998
N 2.5030 -9.7760 -0.3733
C 2.2273 -8.6707 -0.2380
C 1.8815 -7.3121 -0.0679
C 0.5417 -6.9194 -0.1659
C 0.2004 -5.5954 -0.0164
C 1.1977 -4.6367 0.2251
C 2.5372 -5.0367 0.3417
C 2.8744 -6.3625 0.1976
C 0.8528 -3.2785 0.3091
C 0.5615 -2.0927 0.3464
H -0.2114 -7.6657 -0.3661
H -0.8290 -5.2771 -0.0906
H 3.2939 -4.2920 0.5356
H 3.9017 -6.6812 0.2774



[2]
34
Properties=species:S:1:pos:R:3 method="wB97M-V/def2-TZVPD" homo_lumo_gap_ev=6.1859 lumo_ev=-7.84 charge=+2
Rb 3.1803 2.5930 1.9492
Rb 1.9070 5.0625 -0.9333
Rb 0.5900 5.9018 2.7391
C -0.6874 2.6414 1.0781
O 0.4581 3.4660 1.1242
H -1.1867 2.6007 0.1100
H -0.5657 1.5640 1.1893
H -1.5150 2.8976 1.7396
C -1.1296 -1.2655 2.7791
C -0.8644 -1.8019 1.3431
C -1.1485 -3.3403 1.2175
O -1.9564 -3.3899 0.0630
C -2.3059 -2.1552 -0.3204
O -3.1634 -1.9477 -1.1975
O -1.7623 -1.2719 0.4784
H -0.4891 -1.6962 3.5487
H -2.1329 -1.3474 3.1972
H -0.8006 -0.2271 2.7383
H 0.1167 -1.6231 0.9032
H -1.7265 -3.6470 2.0893
H -0.1946 -3.8606 1.3039
C 0.4351 1.4590 -2.6081
C 1.4740 0.3323 -2.4504
C 1.8332 -0.0948 -1.0493
O 1.7412 -1.4823 -1.1220
C 1.2742 -1.8999 -2.3167
O 0.9958 -3.0684 -2.6688
O 0.9504 -0.8630 -3.0385
H 0.6309 2.4000 -2.0940
H -0.4098 1.2142 -1.9644
H 0.2307 1.7099 -3.6489
H 2.3868 0.5357 -3.0103
H 1.0306 0.3186 -0.4386
H 2.8035 0.2855 -0.7301